# C19H15ClN2O4

One molecule with the formula C19H15ClN2O4 in a non-equilibrium geometry (ωB97M-V/def2-TZVPD, the Open Molecules 2025 dataset).

Each atom is followed by the atoms it is bonded to, with distances in Å.
Cartesian coordinates (Å):
1 Cl -4.13593 2.84962 -5.80654  C12 1.769
2 O -0.18080 0.52149 0.56198  C10 1.306, C22 1.346
3 O -0.62336 1.82769 -2.31646  C16 1.382, C25 1.315
4 O 2.63901 1.18646 -1.39951  C8 1.387, C18 1.474
5 O 0.24547 3.44962 -0.94023  C25 1.205
6 N -0.46004 4.18572 -5.12919  C15 1.326, C20 1.378
7 N 1.84583 -0.36910 0.42916  C8 1.433, C22 1.276
8 C 1.70152 0.72051 -0.48957  O4 1.387, N7 1.433, C10 1.335
9 C -1.57847 -1.43026 5.20907  C14 1.393, C24 1.393, H37 1.110
10 C 0.46309 1.19828 -0.35035  O2 1.306, C8 1.335, C25 1.518
11 C 0.75210 -1.13113 2.28275  C17 1.379, C22 1.498, H32 1.127
12 C -2.49601 3.00271 -5.16230  Cl1 1.769, C15 1.412, C19 1.419
13 C -0.26328 -3.26197 4.28522  C14 1.408, C21 1.363, H28 1.122
14 C -0.71219 -1.92876 4.23855  C9 1.393, C13 1.408, C17 1.520
15 C -1.66072 4.02336 -5.66681  N6 1.326, C12 1.412, H30 1.046
16 C -0.88420 2.51846 -3.48491  O3 1.382, C19 1.348, C20 1.394
17 C -0.38531 -1.03194 3.05542  C11 1.379, C14 1.520, H36 1.106
18 C 3.38093 0.06033 -1.99383  O4 1.474, C23 1.581, H38 1.141, H39 1.080
19 C -2.04485 2.19206 -4.08877  C12 1.419, C16 1.348, H27 1.022
20 C -0.03788 3.49064 -4.01661  N6 1.378, C16 1.394, H35 1.063
21 C -0.79010 -4.13388 5.19108  C13 1.363, C26 1.354, H40 1.042
22 C 0.68790 -0.42519 0.96291  O2 1.346, N7 1.276, C11 1.498
23 C 2.66655 -1.13502 -2.74275  C18 1.581, H33 1.070, H34 1.104, H41 1.168
24 C -1.94821 -2.35724 6.18113  C9 1.393, C26 1.355, H29 1.094
25 C -0.02244 2.31757 -1.25379  O3 1.315, O5 1.205, C10 1.518
26 C -1.68472 -3.68423 6.10319  C21 1.354, C24 1.355, H31 1.087
27 H -2.68968 1.54956 -3.62420  C19 1.022
28 H 0.55538 -3.47874 3.54968  C13 1.122
29 H -2.60385 -2.18617 7.04009  C24 1.094
30 H -1.96611 4.56924 -6.50477  C15 1.046
31 H -1.98214 -4.38664 6.87766  C26 1.087
32 H 1.49463 -1.95623 2.47672  C11 1.127
33 H 2.34594 -1.88607 -2.05074  C23 1.070
34 H 1.73332 -0.82210 -3.24285  C23 1.104
35 H 0.99782 3.47380 -3.77708  C20 1.063
36 H -1.28513 -0.43397 2.81915  C17 1.106
37 H -1.84648 -0.35259 5.21109  C9 1.110
38 H 4.06474 -0.43846 -1.22859  C18 1.141
39 H 3.93353 0.50910 -2.80636  C18 1.080
40 H -0.47572 -5.12716 5.19057  C21 1.042
41 H 3.24983 -1.68934 -3.58919  C23 1.168

SMILES: CCOc1nc(/C=C/c2ccccc2)oc1C(=O)Oc1cncc(Cl)c1
Lowest unoccupied orbital energy, eV: 0.13
E_tot, eV: -43634.853
HOMO, eV: -8.40
2S+1: 1